Entry 1:
C16H14N2O5S3Ta as an isolated structure in a non-equilibrium geometry, computed with ωB97M-V with the def2-TZVPD basis set.

Geometry as XYZ:
```
41
Properties=species:S:1:pos:R:3:forces:R:3:mulliken_charge:R:1
Ta -1.294 -0.454 2.626 0.340 -1.350 -1.085 1.543
C 1.379 -0.756 -0.951 -0.017 0.044 0.104 -1.090
C 0.994 -0.713 0.489 0.373 -0.044 0.085 1.419
N -0.280 -0.568 0.775 -0.254 0.180 -0.044 -0.033
N -1.149 -0.508 -0.316 0.010 0.070 0.591 -0.426
C -2.295 -1.033 -0.052 -0.047 0.094 -0.391 0.296
S -2.662 -2.016 1.414 0.072 0.197 0.107 -0.298
S -3.594 -0.823 -1.198 0.003 -0.258 0.366 -0.057
C -3.216 0.798 -1.939 -0.057 -0.033 -0.115 -1.252
C -1.968 0.917 -2.765 -0.015 0.006 -0.034 0.871
C -1.776 0.134 -3.898 0.024 -0.049 0.032 -0.337
C -0.622 0.269 -4.655 0.029 0.032 0.012 -0.646
C 0.344 1.201 -4.295 -0.004 -0.005 -0.011 -0.372
C 0.150 1.997 -3.174 -0.055 -0.017 -0.016 -0.847
C -1.000 1.848 -2.411 0.004 0.089 -0.029 -0.217
C 1.985 -0.888 1.553 -0.052 0.059 -0.278 0.014
C 3.360 -0.795 1.287 0.063 -0.036 0.083 -0.843
C 4.291 -1.025 2.280 -0.055 0.015 -0.074 -0.978
C 3.879 -1.379 3.560 -0.023 -0.023 0.086 -0.369
C 2.531 -1.480 3.868 0.265 -0.014 -0.169 -0.679
C 1.621 -1.219 2.867 -0.670 0.096 0.189 1.019
O 0.284 -1.269 3.170 0.396 0.087 0.340 -0.460
H 0.837 -1.568 -1.438 -0.013 -0.009 -0.003 0.400
H 2.440 -0.905 -1.096 -0.004 0.004 -0.012 0.427
H 1.046 0.161 -1.445 -0.014 -0.030 -0.017 0.124
H -3.251 1.547 -1.149 0.036 -0.040 0.039 0.423
H -4.112 0.925 -2.553 0.051 0.109 -0.032 0.475
H -2.528 -0.590 -4.189 -0.007 -0.005 0.006 0.390
H -0.483 -0.342 -5.537 0.002 -0.005 -0.005 0.421
H 1.236 1.318 -4.896 0.002 -0.007 -0.005 0.426
H 0.886 2.742 -2.901 0.012 0.008 0.000 0.420
H -1.153 2.469 -1.536 0.008 -0.005 0.000 0.374
H 3.702 -0.520 0.302 0.026 0.006 0.000 0.336
H 5.344 -0.934 2.056 0.008 -0.001 0.003 0.429
H 4.613 -1.568 4.331 0.011 0.003 -0.006 0.418
H 2.186 -1.742 4.857 -0.028 0.007 0.006 0.480
O -1.023 1.315 3.983 -0.216 -0.021 -0.048 -0.595
S -2.432 1.501 3.475 0.183 -0.212 0.013 1.233
O -2.097 1.259 1.937 -0.209 0.355 0.376 -0.388
O -2.963 0.079 3.772 -0.186 0.673 -0.082 -0.500
O -3.212 2.615 3.793 0.011 0.032 0.020 -0.548
```
Positions in Å, forces in eV/Å.

- HOMO (hartree) = -0.433
- charge = +1
- frontier orbital gap (hartree) = 0.2213
- electronic energy (eV) = -64089.4741


Entry 2:
C34H43BCaN7O3S4Se as an isolated structure, computed with ωB97M-V with the def2-TZVPD basis set.

Geometry as XYZ:
```
94
Properties=species:S:1:pos:R:3:forces:R:3:mulliken_charge:R:1
Ca -1.533 -0.484 0.218 0.455 -0.290 -0.084 0.895
C 3.904 2.192 2.364 0.028 0.039 0.052 -1.515
C 4.092 0.677 2.293 -0.017 -0.045 -0.112 1.261
C 5.576 0.366 2.465 0.048 -0.001 0.005 -2.238
C 3.313 -0.051 3.387 0.002 -0.025 0.048 -1.380
N 3.647 0.185 0.957 0.037 0.028 0.079 0.443
C 4.457 -0.480 0.043 -0.019 0.019 -0.015 -0.450
C 3.690 -0.797 -1.017 0.072 -0.015 -0.048 -1.158
N 2.423 -0.328 -0.779 -0.101 0.030 0.106 1.014
B 1.120 -0.595 -1.559 0.152 0.675 0.011 -0.105
N 1.187 -1.801 -2.473 -0.023 -0.085 0.086 0.884
C 1.110 -1.814 -3.849 0.034 -0.018 -0.030 -1.074
C 0.971 -3.092 -4.242 0.109 -0.010 -0.005 -0.441
N 0.965 -3.886 -3.098 -0.204 -0.007 0.057 0.366
C 1.065 -3.073 -2.000 0.074 -0.031 0.143 0.111
S 1.024 -3.463 -0.353 -0.003 0.034 -0.151 -0.348
C 0.656 -5.340 -3.076 0.078 0.086 -0.054 1.304
C 1.774 -6.086 -2.349 0.009 -0.050 -0.032 -1.581
C 0.592 -5.855 -4.513 -0.001 -0.027 -0.036 -2.131
C -0.706 -5.554 -2.417 -0.021 -0.040 -0.012 -1.631
N 0.719 0.699 -2.333 0.024 -0.039 0.143 1.374
C 1.546 1.768 -2.582 0.015 -0.010 -0.085 -1.126
C 0.781 2.787 -3.010 0.031 -0.015 0.012 -0.611
N -0.538 2.358 -2.998 -0.076 0.135 0.223 0.420
C -0.562 1.062 -2.585 -0.113 -0.271 -0.350 0.166
S -1.865 -0.079 -2.542 0.170 0.313 -0.059 -0.484
C -1.629 3.335 -3.336 0.127 -0.165 -0.055 1.415
C -1.287 4.661 -2.652 -0.056 0.094 -0.048 -2.002
C -1.633 3.496 -4.855 -0.052 0.017 -0.054 -1.734
C -3.006 2.904 -2.850 -0.002 0.009 0.061 -1.788
C 2.387 0.261 0.443 -0.134 0.043 0.040 -0.497
S 1.004 0.972 1.169 0.099 -0.060 -0.085 0.295
H 4.224 2.543 3.347 0.005 0.001 -0.008 0.470
H 2.866 2.476 2.216 -0.007 -0.021 -0.004 0.236
H 4.519 2.683 1.607 -0.009 0.002 -0.005 0.369
H 5.889 0.746 3.438 -0.012 0.003 -0.001 0.463
H 6.187 0.856 1.705 -0.006 0.002 -0.001 0.471
H 5.776 -0.707 2.448 -0.020 -0.007 0.002 0.459
H 3.724 0.224 4.360 -0.018 0.017 -0.003 0.495
H 3.410 -1.131 3.264 0.009 0.003 -0.006 0.381
H 2.256 0.204 3.362 0.004 0.011 -0.011 0.118
H 5.493 -0.680 0.227 0.004 -0.010 -0.012 0.509
H 3.933 -1.344 -1.911 -0.007 -0.001 0.003 0.577
H 0.376 -0.704 -0.658 -0.340 -0.597 -0.237 -1.104
H 1.142 -0.907 -4.426 -0.010 -0.008 -0.016 0.571
H 0.891 -3.504 -5.228 -0.014 0.041 -0.005 0.480
H 2.723 -5.930 -2.868 0.004 0.001 0.010 0.396
H 1.554 -7.156 -2.354 -0.008 0.009 0.016 0.462
H 1.871 -5.746 -1.322 -0.012 0.010 0.007 0.315
H 1.519 -5.662 -5.057 0.007 -0.007 0.021 0.464
H -0.243 -5.424 -5.066 0.003 0.016 0.013 0.452
H 0.446 -6.934 -4.478 -0.014 0.003 0.009 0.450
H -0.698 -5.256 -1.370 0.029 0.002 -0.010 0.392
H -0.976 -6.610 -2.488 -0.008 -0.004 0.030 0.467
H -1.466 -4.967 -2.937 -0.005 -0.009 -0.001 0.362
H 2.607 1.717 -2.409 0.000 0.015 0.005 0.575
H 1.049 3.786 -3.293 0.059 -0.061 0.027 0.513
H -0.395 5.132 -3.068 -0.062 0.020 0.016 0.423
H -1.153 4.524 -1.581 0.005 -0.031 0.089 0.572
H -2.117 5.352 -2.800 0.005 -0.010 -0.004 0.493
H -0.659 3.822 -5.225 0.015 -0.006 0.019 0.341
H -2.371 4.250 -5.134 -0.005 -0.010 -0.020 0.428
H -1.895 2.557 -5.344 0.002 -0.010 0.032 0.348
H -3.020 2.758 -1.771 0.026 -0.019 0.045 0.212
H -3.358 1.998 -3.332 0.018 -0.018 -0.030 0.427
H -3.687 3.723 -3.092 -0.020 -0.028 0.030 0.527
Se -2.510 -2.822 1.386 -0.165 -0.166 0.166 -0.571
C -3.665 -2.103 2.737 -0.005 0.057 0.043 -0.145
C -4.478 -0.986 2.533 -0.022 0.056 -0.090 -0.063
C -5.269 -0.467 3.550 0.009 -0.031 0.028 -0.493
C -5.284 -1.062 4.804 0.007 0.001 -0.026 -0.471
C -4.495 -2.186 5.019 -0.007 0.013 -0.007 -0.500
C -3.699 -2.694 4.004 0.050 -0.055 0.054 -0.424
H -4.496 -0.498 1.567 0.042 -0.030 -0.018 0.479
H -5.872 0.410 3.351 -0.004 0.001 0.025 0.372
H -5.899 -0.659 5.599 0.000 0.002 -0.001 0.360
H -4.492 -2.672 5.988 -0.011 0.014 0.008 0.353
H -3.082 -3.564 4.195 0.012 0.007 -0.037 0.370
O -0.541 5.346 1.446 -0.012 0.063 0.031 -0.690
S -1.739 4.738 1.964 0.006 -0.093 -0.235 1.258
O -2.813 5.613 2.353 -0.011 0.054 0.003 -0.740
N -2.263 3.574 0.946 0.037 0.014 0.014 -0.460
C -2.181 2.387 1.502 -0.112 -0.024 0.048 0.255
O -2.472 1.297 0.940 -0.231 0.522 0.171 -0.708
C -1.684 2.384 2.922 0.007 0.020 -0.096 0.465
C -1.525 1.309 3.778 0.025 0.008 0.041 0.047
C -0.993 1.563 5.037 -0.012 -0.005 -0.026 -0.933
C -0.634 2.854 5.416 0.016 -0.011 0.046 -0.411
C -0.810 3.933 4.555 -0.035 -0.079 -0.037 -0.758
C -1.343 3.660 3.313 0.067 0.024 0.160 -0.118
H -1.813 0.307 3.482 -0.007 0.002 -0.018 0.468
H -0.856 0.743 5.730 0.003 0.008 0.010 0.452
H -0.216 3.020 6.401 -0.003 0.002 -0.001 0.392
H -0.539 4.939 4.847 -0.003 0.007 -0.006 0.444
```
Positions in Å, forces in eV/Å.

- HOMO (hartree) = -0.163
- charge = -1
- frontier orbital gap (hartree) = 0.2456
- electronic energy (eV) = -180342.5087
- ΔE to the lowest compared entry with this formula, charge and spin (eV) = 0.814


Entry 3:
A single CH3INOP molecule in a non-equilibrium geometry, computed with ωB97M-V with the def2-TZVPD basis set.

Geometry as XYZ:
```
8
Properties=species:S:1:pos:R:3:forces:R:3:mulliken_charge:R:1
O 0.907 -1.311 0.747 0.233 -1.192 0.031 -0.415
C 0.958 -0.233 0.285 -0.306 1.182 0.377 0.471
I 2.923 0.842 0.142 -0.674 -0.286 -0.061 -0.103
N -0.099 0.552 -0.049 1.222 3.880 -1.934 -0.357
P -1.773 0.041 -0.364 0.699 3.496 -0.693 0.043
H 0.192 1.554 -0.381 -0.756 -2.769 0.819 0.266
H -1.688 -0.509 0.812 -0.700 -2.229 2.445 0.050
H -1.420 -0.935 -1.193 0.281 -2.083 -0.985 0.045
```
Positions in Å, forces in eV/Å.

- HOMO (hartree) = -0.357
- SMILES = O=C(I)NP
- charge = 0
- frontier orbital gap (hartree) = 0.3583
- electronic energy (eV) = -22011.9870
- ΔE to the lowest compared entry with this formula, charge and spin (eV) = 0.559


Entry 4:
C16H14BBaF5N6O as an isolated structure in a non-equilibrium geometry, computed with ωB97M-V with the def2-TZVPD basis set.

Geometry as XYZ:
```
44
Properties=species:S:1:pos:R:3:forces:R:3:mulliken_charge:R:1
C 3.204 0.237 -0.613 -0.165 0.009 -2.307 -0.148
N 1.957 0.342 -1.042 -0.068 0.150 -0.213 -0.785
N 1.853 0.056 -2.386 0.676 0.160 0.898 0.345
C 3.110 -0.136 -2.826 0.205 -0.001 0.741 -0.099
C 3.992 -0.034 -1.741 -0.152 -0.139 -0.318 -1.144
B 0.507 0.109 -3.241 -0.186 0.594 0.144 -0.021
N -0.562 -1.047 -2.965 -0.803 -0.713 0.181 0.512
N -1.341 -1.164 -1.837 -0.282 0.179 -0.065 -0.846
C -2.151 -2.210 -1.903 1.113 0.582 -1.828 -0.198
C -1.981 -2.761 -3.179 0.117 -0.111 -0.066 -1.014
C -0.984 -2.006 -3.811 -0.072 0.090 0.594 -0.106
Ba -0.139 -0.100 -0.108 -0.693 -0.754 2.343 2.077
N -0.193 1.476 -2.935 -0.467 0.504 0.934 0.268
N -0.614 1.716 -1.644 0.072 0.156 -0.459 -0.406
C -1.177 2.911 -1.565 0.561 -0.583 -1.377 -0.235
C -1.134 3.488 -2.840 0.091 -0.052 -0.266 -0.996
C -0.505 2.549 -3.674 -0.155 -0.029 0.647 -0.102
H -1.560 3.251 -0.619 -0.112 0.271 -0.049 0.470
H -0.262 2.568 -4.720 -0.038 0.169 -0.158 0.493
H -1.507 4.448 -3.112 -0.096 0.362 -0.245 0.440
H 0.808 0.047 -4.382 0.070 -0.093 -0.190 -0.074
H -0.554 -2.070 -4.789 0.006 -0.202 -0.279 0.480
H 3.279 -0.320 -3.868 0.247 -0.095 -0.212 0.482
H -2.519 -3.584 -3.581 -0.188 -0.424 -0.365 0.421
H 5.051 -0.128 -1.759 0.514 -0.119 -0.173 0.422
H -2.786 -2.447 -1.071 -0.246 -0.160 -0.036 0.518
H 3.429 0.392 0.424 0.242 0.066 0.099 0.585
H -1.876 -0.742 1.373 -0.720 -0.395 0.656 -0.092
C -2.074 -1.519 2.119 0.099 0.055 0.129 -0.816
H -2.922 -2.125 1.792 0.158 0.131 0.109 0.338
H -1.189 -2.153 2.246 -0.283 0.008 -0.134 0.432
H -2.312 -1.037 3.073 -0.105 -0.095 -0.170 0.294
F -0.306 -0.539 7.187 0.657 0.805 -3.040 -0.150
C -0.030 -0.194 5.916 -0.627 -0.451 2.822 0.652
C -0.142 1.143 5.510 -0.586 2.516 0.727 0.228
F -0.530 2.081 6.402 0.554 -1.463 -1.191 -0.198
C 0.138 1.505 4.213 -0.751 2.677 0.767 0.459
F 0.034 2.783 3.809 0.143 -2.197 0.752 -0.199
C 0.549 0.539 3.226 0.742 0.852 -2.852 0.374
O 0.804 0.870 2.039 -0.018 -0.440 3.413 -0.645
C 0.663 -0.817 3.699 0.877 -2.849 -0.361 0.148
F 1.092 -1.754 2.795 -0.801 1.772 1.689 -0.304
C 0.381 -1.170 4.995 0.694 -2.651 -0.827 0.355
F 0.501 -2.456 5.393 -0.225 1.907 -0.466 -0.215
```
Positions in Å, forces in eV/Å.

- HOMO (alpha / beta) (hartree) = -0.519 / -0.523
- charge = +2
- frontier orbital gap (alpha / beta) (hartree) = 0.0799 / 0.0803
- electronic energy (eV) = -42745.7402


Entry 5:
A single C5H5FS molecule in a non-equilibrium geometry, computed with ωB97M-V with the def2-TZVPD basis set.

Geometry as XYZ:
```
12
Properties=species:S:1:pos:R:3:forces:R:3:mulliken_charge:R:1
F -1.498 1.627 1.275 -0.212 -1.081 -0.518 -0.293
C -0.800 0.643 0.634 -0.609 1.754 0.005 0.507
C -0.436 -0.504 1.157 -0.781 -0.666 2.013 -0.680
C 0.671 -1.087 0.407 1.995 -0.317 -0.811 -0.312
S 0.341 -1.761 -1.260 -1.047 -3.293 -0.405 -0.197
C 0.786 -0.206 -0.809 -0.882 3.052 -0.178 -0.262
C -0.360 0.910 -0.766 1.982 -0.161 1.087 -0.546
H -0.909 -0.927 2.053 0.617 0.284 -0.276 0.381
H 1.640 -1.452 0.903 -1.818 0.541 -0.692 0.370
H 1.689 0.105 -1.261 1.080 0.481 0.167 0.486
H -1.161 0.710 -1.464 -0.100 0.038 -0.256 0.261
H 0.038 1.942 -0.871 -0.224 -0.631 -0.138 0.284
```
Positions in Å, forces in eV/Å.

- HOMO (hartree) = -0.321
- SMILES = FC1=C[C@H]2S[C@H]2C1
- charge = 0
- frontier orbital gap (hartree) = 0.3512
- electronic energy (eV) = -18816.8907
- ΔE to the lowest compared entry with this formula, charge and spin (eV) = 0.667